ORCA calculation (ωB97M-V/def2-TZVPD) on a gas-phase ion, C7H17N2S (charge +1) at a distorted geometry.

Calculated values
Energy ... -784.26293 a.u.
Highest occupied orbital energy (spin up / spin down) ... -0.4713 / -0.4252 hartree
Orbital gap (spin up / spin down) ... 8.91 / 7.85 eV
F_max ... 0.03273 hartree/bohr

ORCA input file:
```
! RIJCOSX wB97M-V def2-TZVPD def2/J DEFGRID3
* xyz 1 1
C -2.051 0.981 0.493
C -0.956 2.048 0.308
C -1.508 -0.359 0.986
C 0.623 -0.448 -0.300
C 1.233 -0.775 -1.620
C -0.489 -2.500 0.373
C 2.773 1.051 0.391
N -0.132 1.875 -0.827
N -0.671 -1.083 -0.018
S 1.578 -0.101 1.099
H -2.764 1.329 1.240
H -2.595 0.843 -0.446
H -1.436 3.036 0.229
H -0.314 2.080 1.196
H -0.905 -0.215 1.884
H -2.350 -1.012 1.230
H 0.475 -1.056 -2.347
H 1.949 -1.597 -1.534
H 1.768 0.083 -2.019
H 0.044 -3.036 -0.413
H 0.094 -2.545 1.293
H -1.455 -2.979 0.529
H 3.553 0.516 -0.145
H 3.202 1.592 1.227
H 2.216 1.722 -0.260
H -0.685 1.616 -1.643
H -1.196 -1.067 -0.903
*
```